The following is a quantum chemistry calculation of a single C4H3F3 molecule in a non-equilibrium geometry, from the OMol25 dataset.

Last column: Löwdin charge in e.
Positions of all 10 atoms, in Å:
C: -0.66 1.10 0.42  -0.242
F: -1.06 2.08 -0.30  0.085
F: -2.64 -0.68 0.52  0.082
C: 0.60 0.31 -0.20  -0.172
H: 1.08 0.57 -1.15  0.152
F: 1.57 -0.02 0.81  -0.052
H: -0.04 -1.78 -0.71  0.099
H: -0.51 1.43 1.48  0.167
C: -1.40 -0.27 0.18  -0.163
C: -0.33 -0.86 -0.33  0.044

Charge ... 0
Total energy ... -453.7339 a.u.
Gap between HOMO and LUMO ... 11.679 eV


The following is a quantum chemistry calculation of a molecular structure, C4H3F3O3S in a non-equilibrium geometry, from the OMol25 dataset.

Last column: Mulliken spin population.
Positions of all 14 atoms, in Å:
C: -0.86 0.54 -0.79  -0.120
O: 1.55 0.67 -1.09  0.127
F: -1.91 -1.68 1.45  0.011
S: 1.68 -0.37 0.11  0.495
O: 1.95 -1.67 -0.42  0.232
C: -1.18 -0.57 1.65  0.083
O: 2.35 0.17 1.21  0.206
H: -1.86 0.98 -0.89  0.072
H: 0.19 0.02 -2.49  -0.010
C: -0.61 0.04 0.40  0.849
H: 0.41 1.77 -2.08  -0.003
C: 0.29 0.69 -1.71  0.025
F: -1.91 0.34 2.31  0.021
F: -0.08 -0.94 2.35  0.012

Charge ... 0
Total energy ... -1077.4863 a.u.
Spin multiplicity ... 3
<S²> ... 2.018
Gap between HOMO and LUMO (spin up / spin down) ... 7.394 / 7.763 eV


The following is a quantum chemistry calculation of a single C4H3FN2O molecule, from the OMol25 dataset.

Last column: Löwdin charge in e.
Positions of all 11 atoms, in Å:
C: -0.06 1.08 0.01  -0.489
C: 0.55 -0.31 0.00  -0.114
N: -1.42 1.13 0.00  0.185
N: 3.14 -0.41 0.00  0.179
C: -0.05 -1.50 0.00  -0.039
O: 0.64 2.07 0.00  0.078
H: -2.01 0.33 -0.01  0.082
H: -1.85 2.03 0.00  0.114
H: 0.46 -2.47 0.02  0.146
C: 2.00 -0.33 0.00  -0.183
F: -1.39 -1.62 0.00  0.040

Charge ... 0
Total energy ... -438.8266 a.u.
Gap between HOMO and LUMO ... 10.590 eV


The following is a quantum chemistry calculation of a single C4H3FO2 molecule in a non-equilibrium geometry, from the OMol25 dataset.

Last column: Löwdin charge in e.
Positions of all 10 atoms, in Å:
H: 0.79 -0.68 0.30  0.098
H: 0.01 0.42 -0.70  0.106
C: -0.49 0.74 1.20  -0.395
C: 0.68 1.42 1.85  -0.237
O: -1.65 0.97 1.55  0.070
C: 0.52 2.02 3.04  -0.042
C: -0.19 -0.22 0.15  0.001
H: -0.79 -1.02 -0.06  0.064
O: 0.07 2.51 3.98  0.252
F: 1.82 1.38 1.21  0.083

Charge ... 0
Total energy ... -404.4941 a.u.
Gap between HOMO and LUMO ... 9.002 eV


Q: Which value of total energy does entry 1 give?
A: -453.7339 a.u.